# C47H52MnN6O7S

A molecular structure, C47H52MnN6O7S (ωB97M-V/def2-TZVPD, the Open Molecules 2025 dataset).

Atoms and positions in Å:
Mn  0.689502  0.371405  0.088991
S  -1.231360  -3.152308  0.070767
O  2.532049  4.047489  0.707654
O  1.983424  1.932786  0.192250
O  -0.470024  2.607353  -0.332537
O  1.904598  -1.808285  0.979189
O  -1.662127  -0.379284  3.680727
O  2.169206  -0.693482  -0.917807
O  -2.279294  -0.411474  -3.315875
N  -1.585280  0.027330  0.147154
N  4.845318  0.036025  -0.594269
N  0.482686  -5.185309  0.294917
N  0.053566  -0.002699  2.291108
N  -0.387923  0.253055  -2.289913
N  -0.974311  -5.276008  -1.470698
C  -0.543910  -4.624179  -0.364922
C  7.656402  3.015179  0.267311
C  -3.509245  -0.327137  1.508282
C  5.815773  1.003857  -0.259243
C  6.400066  -0.150426  1.933372
C  0.701377  -0.317471  3.579438
C  6.382247  -3.315876  -0.730565
C  -1.605676  -0.076333  -2.203907
C  1.811904  0.638726  3.966427
C  1.165956  -2.069618  -3.396541
C  6.816449  3.121826  -0.831741
C  5.912107  2.114025  -1.099631
C  8.448579  1.872849  2.348431
C  3.343403  -2.484371  -4.326799
C  2.552172  -1.557335  -0.051699
C  3.347920  -1.211243  -4.876839
C  -2.344335  -0.120406  -0.927938
C  3.740148  1.938648  3.316454
C  0.508768  3.652998  -0.522894
C  6.238308  -1.939890  -0.776780
C  4.056613  -3.550584  -0.232351
C  4.991628  -1.339972  -0.557667
C  -2.153263  -0.104523  1.336002
C  -0.497518  -0.367605  4.548060
C  1.170532  -0.787166  -3.936313
C  3.889422  -2.175991  -0.296476
C  2.725797  1.050187  3.000674
C  2.246344  -2.913084  -3.589080
C  -0.002671  0.131412  -3.708240
C  6.608408  0.925705  0.898521
C  1.018014  -4.672537  1.556698
C  3.885222  2.389649  4.621469
C  0.870184  3.738777  -2.000218
C  0.208560  -5.126229  2.765135
C  -1.192574  -0.118084  2.455627
C  7.557954  1.933238  1.132108
C  -1.297903  -0.394128  -4.379914
C  -0.389597  -6.470925  -2.056608
C  -3.708872  -0.345970  -0.865622
C  -0.029580  4.962457  0.014720
C  1.791871  3.204308  0.229254
C  5.293694  -4.135701  -0.458043
C  3.011957  1.945341  5.602964
C  0.886804  -6.197479  -2.851326
C  -4.303479  -0.433097  0.380163
C  2.262929  -0.364897  -4.678576
C  1.975460  1.079210  5.276100
H  4.199434  -3.135110  -4.455771
H  -3.909714  -0.428865  2.506937
H  6.565671  0.249717  2.933688
H  6.878960  3.983887  -1.485082
H  0.683225  -4.779942  3.685768
H  1.044652  -3.588786  1.483884
H  9.190139  2.670534  2.319339
H  -0.800081  -4.713322  2.715847
H  1.659893  -5.762221  -2.215118
H  -0.949819  2.494664  -1.159593
H  -5.367356  -0.607900  0.470381
H  7.088314  -1.301544  -0.989399
H  -1.665411  0.241576  -5.181784
H  1.308611  0.745293  6.063499
H  7.081554  -0.995077  1.793959
H  7.355524  -3.754394  -0.918990
H  8.973932  0.917029  2.410001
H  0.754447  -6.119097  0.035623
H  5.411617  -5.211246  -0.412329
H  -0.560747  0.519377  5.175513
H  3.190826  -4.162169  0.002925
H  -4.272544  -0.472843  -1.778913
H  0.251637  1.131452  -4.063399
H  -1.145105  -6.908934  -2.705684
H  0.684892  -5.494330  -3.660922
H  -1.683295  -4.781907  -1.981945
H  4.199185  -0.867269  -5.450667
H  5.384815  -0.540574  1.899346
H  2.250818  -3.895915  -3.132042
H  1.140513  -1.309983  3.447383
H  1.337030  2.805111  -2.324959
H  7.871271  1.984370  3.270346
H  4.674761  3.086909  4.872481
H  -0.026801  3.924526  -2.604930
H  0.777464  5.689846  0.078246
H  3.122966  2.282274  6.626397
H  -1.175636  -1.409429  -4.749014
H  -0.528840  -1.259426  5.166921
H  -0.429872  4.806592  1.017506
H  1.273609  -7.121927  -3.283876
H  8.382089  3.795771  0.471333
H  3.923525  0.382984  -0.822085
H  1.571565  4.557889  -2.163948
H  2.634926  0.693165  1.988899
H  2.047103  -5.025294  1.633111
H  0.138847  -6.215836  2.806478
H  -0.824696  5.347490  -0.630470
H  -0.199332  -7.205530  -1.270029
H  0.329304  -2.392267  -2.780031
H  2.282458  0.640415  -5.087884
H  5.261792  2.166392  -1.965929
H  4.401500  2.289545  2.532751

Cartesian forces, eV/Å:
-0.108 0.108 -0.206
-0.140 -0.032 -0.059
-0.037 -0.114 -0.061
0.252 0.133 0.112
-0.042 0.010 0.032
0.100 0.113 -0.130
-0.078 -0.130 0.081
-0.005 -0.257 0.210
-0.085 -0.035 -0.041
0.016 -0.238 -0.007
-0.091 0.060 0.240
-0.076 -0.004 0.243
0.236 0.322 -0.226
0.186 -0.122 0.107
-0.043 -0.116 0.029
0.316 0.113 -0.206
0.011 0.056 -0.020
-0.051 0.045 0.140
0.038 -0.055 -0.081
0.048 -0.007 -0.119
0.048 0.024 0.068
0.010 0.007 -0.015
-0.062 0.039 -0.042
0.018 0.021 -0.023
-0.072 -0.040 0.038
0.012 0.003 0.004
0.044 -0.019 -0.018
-0.043 -0.016 -0.055
0.017 0.081 -0.018
0.072 0.406 -0.041
-0.012 -0.039 0.005
-0.046 0.049 -0.169
0.045 0.012 -0.008
0.112 -0.009 0.099
-0.028 0.082 0.082
-0.035 -0.027 -0.030
0.159 -0.009 -0.054
0.002 0.029 0.240
0.090 0.040 -0.027
0.092 0.001 0.098
0.042 -0.019 -0.071
-0.055 -0.057 0.122
0.017 -0.002 0.069
-0.111 -0.017 -0.085
-0.113 0.032 -0.014
-0.210 -0.116 0.122
-0.016 -0.022 0.016
0.019 -0.022 -0.045
-0.003 -0.013 -0.087
-0.072 -0.080 0.092
-0.018 -0.032 0.020
0.091 0.114 -0.020
0.167 0.154 -0.031
-0.100 -0.024 -0.135
-0.056 -0.020 0.017
-0.096 -0.131 -0.106
-0.001 -0.030 0.009
-0.026 0.001 -0.001
-0.095 -0.026 0.044
-0.013 0.001 0.021
0.037 0.024 0.025
-0.007 -0.019 0.016
-0.019 0.008 0.005
-0.002 -0.008 -0.027
-0.011 -0.030 -0.020
-0.007 -0.028 0.024
-0.016 -0.005 -0.034
0.056 -0.067 0.004
-0.007 -0.012 0.000
0.018 -0.020 0.008
-0.024 -0.051 -0.010
0.003 -0.009 -0.008
0.023 -0.006 0.002
-0.006 -0.033 0.013
-0.046 0.041 0.030
0.014 0.033 -0.025
-0.015 -0.007 0.003
-0.017 0.022 0.024
-0.007 0.028 0.023
0.031 0.013 -0.023
-0.002 0.023 -0.010
-0.064 0.042 -0.029
0.072 0.064 -0.059
0.010 0.018 0.018
0.031 0.007 -0.059
-0.043 -0.039 0.004
0.003 -0.048 0.019
-0.081 0.019 -0.001
0.001 -0.012 0.024
-0.041 -0.023 -0.049
0.043 0.154 -0.062
-0.010 -0.046 -0.031
-0.030 0.034 -0.001
0.026 0.001 -0.013
-0.007 -0.004 -0.008
0.048 0.033 0.037
-0.028 0.004 -0.021
0.009 -0.008 -0.016
-0.033 -0.064 0.023
-0.027 -0.032 -0.006
0.013 0.037 -0.022
0.001 0.022 0.018
-0.026 -0.050 -0.006
-0.063 -0.046 0.056
-0.024 -0.031 -0.016
0.029 0.035 -0.065
-0.001 -0.002 -0.004
-0.002 0.011 0.044
0.007 -0.018 0.042
-0.073 -0.066 -0.015
0.053 0.009 0.010
-0.019 -0.036 0.019
0.034 -0.021 0.035
-0.023 -0.021 0.004

The calculation puts the energy above the lowest of the compared OMol25 structures with the same formula, charge and spin at 0.0 kcal/mol. Its spin multiplicity is 6. The calculation puts the lowest unoccupied orbital energy (alpha / beta) at -0.43 / -0.51 eV. The expectation value of S² is 8.7536. Its net charge is 0.


# C47H53N3O4P3S2Se4V

A molecular structure, C47H53N3O4P3S2Se4V (ωB97M-V/def2-TZVPD, the Open Molecules 2025 dataset).

Atoms and positions in Å:
Se  -2.818875  2.775079  0.494435
Se  -2.000079  -0.848710  1.007344
Se  -2.322185  2.543705  2.673898
Se  -1.839960  0.804687  -0.597529
V  0.207899  -0.092478  0.522545
S  3.449470  0.504661  -0.799736
S  0.583638  2.374933  2.793449
P  -1.154962  1.154066  -3.919592
P  1.142710  -2.294550  2.458033
P  0.800681  -3.108475  -0.489480
O  1.961973  0.754346  -0.625049
O  0.308534  1.518368  1.545131
O  1.715478  -1.078062  1.725887
O  0.575280  -1.635107  -0.825976
N  -0.586704  0.112257  -6.463062
N  1.080886  -0.352189  -4.752283
N  -1.049539  -1.526133  -4.739091
C  2.095912  -4.241278  4.180395
C  3.641978  3.998760  -2.799220
C  0.191888  -5.062970  -2.363401
C  2.470574  -3.618395  -0.855312
C  -2.257482  -2.414141  4.697364
C  0.409918  5.021555  3.241718
C  -2.055736  -5.721705  -2.898252
C  -1.148013  -0.317244  5.105240
C  0.482128  -3.496777  1.255879
C  0.328292  -1.656253  -4.438782
C  3.666127  -2.527014  3.528076
C  -0.046316  6.660031  1.544770
C  -1.210258  1.256126  -5.781326
C  3.218696  -2.849322  -1.740259
C  0.238618  6.343764  2.868517
C  -2.212997  -1.178307  5.328112
C  -2.551282  -4.811796  -1.971278
C  -1.733907  -0.617803  -3.809716
C  4.496310  -3.249794  -2.104360
C  -0.299970  -4.156899  -1.422335
C  4.921943  3.955210  -3.335195
C  4.013122  1.870359  -1.779225
C  0.658670  0.748153  -3.818156
C  0.803764  0.019151  -6.217061
C  3.030228  2.897929  1.528565
C  3.060838  -4.815242  4.988707
C  0.312146  4.037523  2.267362
C  0.020536  4.327901  0.947541
C  4.628587  -3.102797  4.346257
C  2.395149  2.343941  2.796616
C  -0.689225  -5.844060  -3.097943
C  5.025607  -4.423152  -1.588398
C  -1.247416  -1.148918  -6.136177
C  4.394650  2.271092  1.247085
C  2.398386  -3.094559  3.445215
C  3.175167  2.950393  -2.016195
C  4.312090  0.832632  0.752751
C  -0.196801  -1.907806  3.567106
C  4.280173  -5.200857  -0.709860
C  -1.680453  -4.028741  -1.234464
C  5.746133  2.862093  -3.096451
C  -1.252990  -2.784225  3.816196
C  -0.162454  5.657813  0.593067
C  -0.138159  -0.687541  4.236079
C  4.325708  -4.243227  5.073403
C  5.291491  1.806451  -2.321025
C  3.004498  -4.803901  -0.345855
H  -2.806827  -0.647220  -4.005867
H  1.254904  1.630435  -4.057393
H  2.182824  2.968529  -1.584224
H  0.794711  -2.426478  -5.055179
H  -2.313900  -1.049566  -6.327187
H  -3.082669  -3.088071  4.883012
H  5.930442  0.950643  -2.134049
H  2.082234  -0.514593  -4.643308
H  2.827142  -5.702496  5.561012
H  5.613386  -2.660972  4.416406
H  5.074476  -4.689012  5.714183
H  4.692920  -6.118303  -0.313335
H  0.889703  -4.489227  1.456832
H  5.006534  2.260915  2.153708
H  5.307863  0.417788  0.571564
H  3.122159  3.981118  1.602261
H  1.105551  -4.681129  4.139708
H  2.430284  -5.429497  0.326443
H  3.895949  -1.638737  2.954174
H  5.281444  4.776661  -3.940008
H  -0.195628  7.693100  1.261626
H  -2.252366  1.322701  -6.096373
H  6.020616  -4.738579  -1.872583
H  0.903397  0.435235  -2.799808
H  0.596013  4.763456  4.277920
H  -0.603062  -3.545007  1.361513
H  -1.112094  0.645126  5.597361
H  -0.306652  -6.552382  -3.820237
H  -0.847912  -1.935261  -6.778894
H  -2.740221  -6.337746  -3.466075
H  -2.075407  -3.301680  -0.533413
H  2.794534  -1.933739  -2.129019
H  4.933018  2.881640  0.520138
H  -1.314337  -3.749956  3.328789
H  3.007474  4.856321  -2.981195
H  0.307561  7.125147  3.612651
H  -0.723279  2.177192  -6.107900
H  1.257318  -5.167483  -2.521193
H  2.705297  2.877740  3.697728
H  1.253706  -0.773237  -6.816768
H  -3.618144  -4.713936  -1.822428
H  5.080529  -2.648032  -2.788763
H  6.742059  2.830858  -3.516988
H  -3.013175  -0.884334  5.993477
H  2.610807  1.280240  2.934267
H  -1.583396  -0.976875  -2.789968
H  0.699983  -0.024133  4.067626
H  -0.416955  5.908806  -0.428339
H  3.795640  0.164816  1.446243
H  0.484476  -1.860868  -3.378652
H  1.311724  0.964768  -6.404167
H  -0.093507  3.529078  0.227476
H  2.364476  2.691163  0.691576

Cartesian forces, eV/Å:
0.008 -0.097 0.046
-0.270 -0.050 0.320
-0.768 -0.265 0.206
-0.559 0.025 -0.432
1.574 0.250 -0.148
-0.226 -0.178 -0.009
-0.255 -0.123 0.071
-0.051 -0.053 -0.152
0.229 0.084 -0.010
-0.133 0.296 0.060
-0.288 0.011 0.174
0.431 0.127 -0.034
-0.698 -0.193 0.188
0.080 -0.315 0.134
-0.041 0.022 0.012
-0.043 0.039 0.021
-0.043 0.005 0.020
-0.019 0.002 -0.016
-0.015 -0.013 0.002
-0.033 0.004 0.016
0.134 -0.054 0.002
-0.004 -0.002 0.002
0.111 0.058 -0.053
-0.015 0.004 0.001
-0.006 -0.009 -0.018
-0.026 -0.027 -0.052
0.031 -0.046 -0.002
0.020 -0.039 -0.025
-0.027 0.019 0.023
0.036 -0.042 0.028
0.022 -0.056 -0.033
-0.042 -0.018 -0.011
-0.012 -0.011 -0.011
-0.003 0.000 -0.005
0.024 0.034 -0.008
-0.029 0.038 -0.005
-0.036 -0.078 -0.166
0.009 -0.004 0.019
-0.002 0.121 -0.159
0.037 -0.015 0.070
0.045 -0.015 -0.003
0.024 -0.067 0.026
0.023 0.002 -0.004
0.197 0.188 0.017
0.326 0.110 -0.078
-0.013 0.019 -0.024
-0.011 -0.015 -0.149
0.013 0.023 0.002
0.003 -0.031 0.018
-0.004 0.020 0.021
-0.060 0.007 -0.047
0.191 0.001 -0.148
0.052 0.018 -0.006
0.042 0.071 0.092
-0.100 -0.016 0.083
0.010 0.023 -0.014
0.008 0.041 -0.034
0.006 -0.006 -0.012
-0.044 0.058 -0.008
0.003 -0.036 0.015
0.060 0.008 0.013
-0.014 -0.018 0.004
-0.011 0.028 0.024
0.012 0.054 0.029
-0.008 -0.006 0.002
0.008 0.005 0.008
-0.018 -0.001 0.002
-0.002 -0.003 -0.010
-0.004 -0.017 -0.021
-0.004 0.001 0.000
-0.006 -0.013 -0.009
-0.008 -0.018 0.004
-0.003 0.000 0.004
-0.002 0.006 0.002
0.003 -0.003 0.000
0.001 -0.002 0.004
-0.073 -0.023 0.024
0.014 0.040 -0.003
-0.008 -0.025 0.016
0.011 0.000 0.039
-0.019 0.014 0.007
0.011 -0.009 -0.002
-0.006 0.003 -0.006
0.000 0.003 -0.001
0.005 0.004 -0.007
-0.004 0.010 -0.007
0.003 0.004 0.002
0.024 0.002 0.017
0.006 -0.009 0.003
0.001 -0.005 -0.019
0.001 0.003 -0.001
0.003 -0.005 0.000
0.018 -0.005 0.003
-0.002 -0.001 -0.002
0.014 0.001 0.028
-0.002 0.044 0.001
0.023 -0.048 -0.026
0.003 0.001 0.001
-0.002 -0.006 -0.001
-0.001 0.008 0.001
-0.005 0.004 -0.011
0.019 -0.015 0.014
0.015 -0.007 -0.007
-0.005 -0.002 -0.003
-0.003 -0.001 0.000
0.001 0.001 0.002
0.002 0.001 0.003
0.000 -0.008 0.010
0.051 -0.001 0.055
-0.008 0.001 0.005
0.012 0.020 -0.008
0.002 -0.001 -0.010
0.006 -0.015 0.024
0.005 0.020 -0.012
-0.003 0.004 -0.003
0.081 0.067 0.024
-0.003 0.065 -0.015

The calculation puts the energy above the lowest of the compared OMol25 structures with the same formula, charge and spin at 39.6 kcal/mol. Its spin multiplicity is 3. The calculation puts the lowest unoccupied orbital energy (alpha / beta) at -4.56 / -4.48 eV. The expectation value of S² is 2.0368. Its net charge is +2.


| no. | F_max (eV/Å) | E_tot (eV) |
| --- | --- | --- |
| 1 | 0.46 | -115017.258 |
| 2 | 1.60 | -398861.156 |